1.
The following is a quantum chemistry calculation of a structure of composition C46H65CsF5N4PS2 at a distorted geometry, from OMol25.

Each line ends with the Mulliken charge.
Element x y z (Å)
Cs -0.82180 -0.62065 -0.28991  1.00
C 1.73548 -3.55845 0.80623  -0.05
C 1.90317 -2.82240 2.02097  0.15
C 2.93695 -1.87434 1.77780  -0.57
C 3.45363 -2.16311 0.47655  -0.63
C 2.73337 -3.23688 -0.11443  -0.61
C 3.06744 -3.82468 -1.49824  2.39
C 2.84865 -2.82950 -2.66195  -1.33
C 2.24814 -5.07297 -1.72564  -1.97
C 4.54778 -4.14511 -1.47899  -1.80
C 3.56863 -0.81207 2.69348  2.90
C 4.09927 -1.46255 3.99106  -1.79
C 4.82696 -0.23303 1.96836  -2.42
C 2.64258 0.38211 3.04692  -1.61
C 1.10355 -3.25448 3.23962  3.19
C 1.89503 -4.41314 3.98712  -1.72
C 0.71089 -2.12105 4.18607  -1.57
C -0.19043 -3.93686 2.78719  -2.29
H 0.93554 -4.31128 0.65646  -0.17
H 4.29791 -1.69938 -0.01106  0.35
H 1.75326 -2.55343 -2.73593  0.15
H 3.16626 -3.22766 -3.65929  0.39
H 3.39752 -1.89571 -2.42097  0.24
H 1.13996 -4.86962 -1.71371  0.22
H 2.44681 -5.83233 -0.93697  0.34
H 2.47096 -5.54632 -2.69129  0.44
H 5.13968 -3.21317 -1.61758  0.31
H 4.81037 -4.83061 -2.29668  0.46
H 4.81260 -4.65564 -0.52811  0.27
H 4.81527 -2.23528 3.70080  0.30
H 3.35105 -1.88203 4.65525  0.34
H 4.65283 -0.69276 4.55492  0.45
H 5.54436 -1.02940 1.73695  0.40
H 5.32513 0.50706 2.61207  0.46
H 4.57733 0.31294 1.06379  0.40
H 1.66516 0.11775 3.41010  -0.07
H 2.49960 1.01218 2.13282  0.34
H 3.11765 1.01042 3.78827  0.48
H 2.85327 -4.07595 4.40582  0.25
H 2.09950 -5.25678 3.26591  0.27
H 1.28636 -4.88016 4.77805  0.45
H 1.58664 -1.73872 4.74862  0.27
H -0.00813 -2.52874 4.91242  0.55
H 0.21234 -1.28913 3.65850  -0.20
H 0.03111 -4.86375 2.25947  0.34
H -0.83454 -3.31133 2.07212  0.18
H -0.87187 -4.19513 3.58611  0.59
N -3.13197 0.28975 -1.69141  -0.35
N -3.22293 -1.01407 -2.30626  -0.19
C -2.74937 -1.22315 -3.54987  0.73
N -2.95553 -2.47986 -4.01714  -0.30
S -1.93885 0.01249 -4.40846  -0.47
H -4.01461 0.76197 -1.91669  0.27
H -2.42750 0.77127 -2.29603  -0.23
H -3.48633 -1.82231 -1.67932  0.07
H -3.44892 -3.17096 -3.45801  0.20
H -2.57647 -2.76445 -4.90152  0.20
C -1.08657 5.64656 2.75538  -1.33
C -0.17603 4.91048 1.75157  1.00
C 1.30319 4.84999 2.23926  -1.38
P -0.81004 3.24072 1.25057  0.31
C -2.17362 2.65652 2.45943  0.74
C -3.21315 1.62411 1.91052  -1.07
C -1.55571 2.08109 3.75179  -1.36
C -1.85963 3.73910 -0.19025  0.48
C -3.22527 4.01807 -0.03500  -0.41
C -4.18553 3.65615 -1.02969  1.55
C -5.64867 3.78492 -0.70530  -1.51
C -3.74076 3.24480 -2.31825  -1.55
C -2.36219 3.20633 -2.56290  -0.53
C -1.38819 3.39958 -1.51163  -0.57
N -0.05802 3.13798 -1.66395  -0.19
C 0.63551 3.64407 -2.70863  0.80
C 1.63499 2.82546 -3.36405  0.12
C 1.37994 1.37405 -3.48609  -0.55
C 2.82920 3.43618 -3.72101  -0.98
C 3.06835 4.79026 -3.50182  0.45
C 4.45432 5.37948 -3.50167  -1.34
C 1.92440 5.59519 -3.27327  -0.94
C 0.65525 5.07215 -2.98440  0.87
C -0.57129 5.91411 -2.75582  -1.25
H -0.67592 6.67670 2.96277  0.40
H -1.10170 5.08952 3.72226  0.25
H -2.16310 5.69461 2.46689  0.21
H -0.15833 5.44285 0.78965  -0.02
H 1.34962 4.13902 3.08384  0.26
H 1.64621 5.81735 2.61835  0.41
H 1.97642 4.45240 1.44535  0.31
H -2.67313 3.63406 2.62619  0.23
H -3.07650 0.66050 2.40859  0.44
H -3.18539 1.51363 0.80016  0.06
H -4.23958 1.92940 2.18223  0.11
H -1.27669 0.99562 3.65868  0.10
H -2.37166 2.11214 4.52704  0.37
H -0.69798 2.61218 4.16166  0.34
H -3.65700 4.46852 0.88106  0.08
H -6.03443 2.92983 -0.07402  0.20
H -6.23825 3.70384 -1.64211  0.37
H -5.91242 4.74435 -0.22843  0.35
H -4.44300 3.00235 -3.12980  0.22
H -2.01772 2.96227 -3.57233  0.66
H 0.30783 1.12331 -3.57676  -0.43
H 1.74387 0.84232 -2.59194  0.06
H 1.95727 0.97235 -4.33065  0.47
H 3.65468 2.83901 -4.04757  0.36
H 5.21595 4.57725 -3.53908  0.34
H 4.62906 6.02534 -2.58851  0.28
H 4.59389 6.04612 -4.38175  0.28
H 2.06773 6.67336 -3.28892  0.30
H -0.38447 6.97388 -3.05905  0.35
H -0.88793 5.86094 -1.72228  0.20
H -1.39147 5.53624 -3.39150  0.24
F -5.67232 -8.84420 -0.57634  -0.32
C -5.02446 -7.67583 -0.58845  0.42
C -4.21422 -7.32743 0.49655  0.22
F -4.01794 -8.23095 1.46611  -0.33
C -3.65133 -6.08079 0.59469  0.00
F -2.97017 -5.78883 1.70849  -0.24
C -3.68934 -5.14466 -0.47566  0.13
S -2.78135 -3.69658 -0.38264  -0.41
C -4.47131 -5.54692 -1.59790  -0.03
F -4.47643 -4.75060 -2.70714  -0.35
C -5.12572 -6.77592 -1.62825  0.09
F -5.92247 -7.12345 -2.65864  -0.34

## Properties
- 2S+1: 1
- LUMO: 3.465 eV
- Charge: -2
- Relative energy (zero: lowest compared OMol25 entry of this formula, charge and spin): 37.7 kcal/mol

2.
The following is a quantum chemistry calculation of a structure of composition C15H26B3F8N3O3V at a distorted geometry, from OMol25.

Each line ends with the Mulliken charge.
Element x y z (Å)
O -0.48364 2.01349 -0.70524  -0.54
V -1.66021 1.65908 0.31298  1.23
O -1.50016 0.22153 0.96885  -0.48
B -1.60577 3.28766 2.30468  0.40
H -2.46751 4.04083 2.00781  -0.19
H -1.11792 3.52277 3.36595  -0.26
H -2.13364 2.25974 2.39269  -0.10
H -0.82008 3.22983 1.45284  -0.05
C 3.81483 3.81467 -3.87183  -1.05
C 2.44507 3.48920 -4.37413  0.50
O 1.60261 4.21649 -4.76519  -0.40
N 2.11726 1.99511 -4.54941  -0.09
H 1.63074 1.87892 -5.43897  0.38
H 2.99645 1.47826 -4.56367  0.39
C 1.34077 1.38211 -3.37577  -0.92
H 4.01254 3.36529 -2.90134  0.36
H 3.80377 4.90083 -3.80619  0.34
H 4.53801 3.54114 -4.64173  0.37
H 1.73357 1.90540 -2.51079  0.34
H 1.52884 0.31451 -3.40669  0.37
H 0.27667 1.52992 -3.53255  0.37
C 1.24696 1.36583 5.22189  -0.81
N 1.04031 0.15501 4.40054  0.09
C 2.00244 -0.34169 3.59602  -0.22
C 1.75599 -1.42761 2.78719  -0.54
C 0.48222 -1.99627 2.71112  0.32
C -0.51805 -1.46406 3.51290  -0.43
C -0.16853 -0.38071 4.29666  -0.41
C 0.16942 -3.00482 1.65801  0.92
C 0.21671 -2.56938 0.33309  -0.68
C 0.06783 -3.46242 -0.68895  -0.33
N -0.30109 -4.72890 -0.41756  0.06
C -0.43074 -5.15839 0.84208  -0.13
C -0.19658 -4.31495 1.90848  -0.65
C -0.55490 -5.63507 -1.57607  -0.90
H 1.00502 1.12661 6.25313  0.36
H 0.64418 2.15976 4.78140  0.29
H 2.29188 1.66216 5.19407  0.31
H 2.91627 0.22495 3.49303  0.39
H 2.54282 -1.74069 2.11531  0.48
H -1.53028 -1.82582 3.60421  0.48
H -0.96561 -0.02799 4.93992  0.43
H 0.37069 -1.51971 0.15820  0.40
H 0.02858 -3.20238 -1.73888  0.51
H -0.74917 -6.18273 0.96802  0.39
H -0.28743 -4.75696 2.89122  0.49
H -1.30783 -5.16833 -2.20114  0.33
H -0.76906 -6.63054 -1.20482  0.30
H 0.41699 -5.70007 -2.06402  0.40
B -3.95703 3.00131 -0.82752  0.69
F -2.67091 3.48396 -0.53011  -0.45
F -3.91985 1.73772 -0.14177  -0.42
F -4.93026 3.83378 -0.35033  -0.33
F -4.06348 2.66890 -2.16439  -0.35
B -2.02513 -0.85410 -2.46077  0.19
F -2.89774 -0.80954 -3.50308  -0.29
F -2.15900 0.28486 -1.59230  -0.01
F -2.17941 -2.01398 -1.64885  -0.41
F -0.66844 -0.83454 -2.91822  -0.43

## Properties
- 2S+1: 1
- LUMO: -4.520 eV
- Charge: +1

3.
The following is a quantum chemistry calculation of a structure of composition C4H8BrN2 at a distorted geometry, from OMol25.

Each line ends with the Mulliken charge.
Element x y z (Å)
C -0.36228 -1.99971 -0.97420  -0.38
C 0.53408 -1.34611 -0.22585  -0.19
C -0.54018 0.01208 -1.73212  0.14
C 0.29737 0.99091 0.50737  -0.97
N -0.98082 -1.15264 -1.88709  -0.30
N 0.53030 0.05378 -0.61475  0.09
Br -0.78642 1.52315 -2.74780  0.09
H -0.62694 -3.04025 -0.96959  0.44
H -2.90528 0.83411 -0.21520  0.39
H 1.16501 -1.68770 0.56973  0.45
H -2.13046 1.01210 -0.23522  -0.37
H -0.53834 0.63168 1.10922  0.47
H 1.18281 1.04841 1.13934  0.35
H 0.07064 1.98553 0.12309  0.38
H 1.42335 0.31229 -1.05684  0.40

## Properties
- 2S+1: 1
- LUMO: -4.716 eV
- Charge: +1
- Relative energy (zero: lowest compared OMol25 entry of this formula, charge and spin): 83.1 kcal/mol

- Look up the 2S+1 of the second one.
  1

- What is the charge in the second record?
  +1

- charge of number 3 (C4H8BrN2)?
  +1